Entry 1:
The following is a quantum chemistry calculation of a structure of composition C69H77CdN3O6 in a non-equilibrium geometry, from OMol25.

LUMO = -0.13 eV
HOMO = -0.254 hartree
orbital gap = 6.77 eV
total charge = 0
calculated total energy = -3458.97771 a.u.

Cartesian coordinates (Å):
Cd1 0.3152 0.6458 0.9050
C1 -2.2995 -1.6457 0.5047
O1 -1.5214 -0.9514 1.4381
C2 -2.0089 -0.7537 2.7394
C3 -3.0833 0.0865 3.0183
C4 -3.6892 1.0488 2.0161
C5 -3.0626 2.4265 2.1398
C6 -3.6991 3.4227 2.8571
C7 -3.1914 4.7176 2.9478
C8 -1.9801 4.9599 2.3139
C9 -1.3020 3.9835 1.5937
C10 0.0326 4.3136 0.9399
C11 1.1468 4.1038 1.9476
C12 1.2898 5.0084 2.9989
C13 2.1866 4.8079 4.0355
C14 2.8891 3.6029 4.0530
C15 2.7991 2.6889 3.0183
C16 3.5838 1.3987 3.0676
C17 2.9426 0.2534 3.8400
C18 3.6842 -0.4128 4.8033
C19 3.2225 -1.5523 5.4623
C20 2.0156 -2.0818 5.0164
C21 1.2452 -1.4515 4.0474
C22 -0.0066 -2.1268 3.5087
C23 -1.2892 -1.3661 3.7676
C24 -1.7729 -1.2656 5.0605
C25 -2.9516 -0.5867 5.3591
C26 -3.5591 0.1133 4.3276
C27 -3.5083 -0.6414 6.7765
C28 -4.8231 0.1314 6.9105
C29 -3.7862 -2.1081 7.1424
C30 -2.4883 -0.0402 7.7550
C31 1.6334 -0.1925 3.5378
O2 0.8026 0.5298 2.8329
C32 4.0318 -2.1613 6.6054
C33 3.2794 -3.3004 7.2981
C34 4.3069 -1.0739 7.6572
C35 5.3660 -2.7077 6.0783
C36 1.9830 2.9966 1.9278
O3 2.0424 2.1714 0.7872
C37 2.9614 2.6761 -0.1816
C38 2.4620 5.8658 5.0989
C39 2.3038 5.2722 6.5052
C40 3.9070 6.3594 4.9104
C41 1.5239 7.0692 4.9812
C42 -1.8456 2.6887 1.4766
O4 -1.3250 1.7649 0.6933
C43 -3.9840 5.7994 3.6760
C44 -5.3229 6.0228 2.9541
C45 -3.2424 7.1375 3.7155
C46 -4.2627 5.3564 5.1213
H1 -2.4257 -2.6860 0.8136
H2 -1.0416 -0.7452 -0.8315
H3 -3.2776 -1.2061 0.3025
H4 -4.7605 1.1324 2.2050
H5 -3.5430 0.7124 0.9917
H6 -4.6338 3.1755 3.3514
H7 -1.5308 5.9436 2.3760
H8 0.0267 5.3546 0.6111
H9 0.1650 3.6784 0.0647
H10 0.6599 5.8875 2.9807
H11 3.5388 3.3631 4.8870
H12 4.5597 1.5962 3.5147
H13 3.7571 1.0601 2.0414
H14 4.6708 -0.0262 5.0411
H15 1.6544 -3.0246 5.4111
H16 -0.0828 -3.1134 3.9706
H17 0.1042 -2.2666 2.4324
H18 -1.2008 -1.7422 5.8492
H19 -4.4232 0.7355 4.5278
H20 -5.5789 -0.2632 6.2290
H21 -4.6813 1.1952 6.7102
H22 -5.1980 0.0269 7.9296
H23 -4.5225 -2.5302 6.4553
H24 -4.1849 -2.1753 8.1573
H25 -2.8851 -2.7192 7.0900
H26 -2.2036 0.9620 7.4304
H27 -1.5840 -0.6468 7.8176
H28 -2.9207 0.0289 8.7554
H29 2.3028 -2.9630 7.6499
H30 3.8510 -3.6459 8.1615
H31 3.1396 -4.1517 6.6291
H32 3.3676 -0.6314 7.9938
H33 4.9287 -0.2751 7.2523
H34 4.8205 -1.4988 8.5232
H35 5.1911 -3.5076 5.3560
H36 5.9645 -3.1102 6.8996
H37 5.9433 -1.9244 5.5847
H38 2.6070 3.6245 -0.5916
H39 3.0436 1.9320 -0.9732
H40 3.9431 2.8247 0.2745
H41 2.9883 4.4409 6.6734
H42 1.2851 4.9084 6.6506
H43 2.5132 6.0352 7.2579
H44 4.6201 5.5485 5.0639
H45 4.1313 7.1548 5.6252
H46 4.0450 6.7521 3.9013
H47 0.4823 6.7681 5.1103
H48 1.6309 7.5666 4.0157
H49 1.7683 7.7951 5.7582
H50 -5.1562 6.3889 1.9390
H51 -5.9216 6.7601 3.4954
H52 -5.8948 5.0967 2.8858
H53 -3.0676 7.5171 2.7072
H54 -2.2828 7.0446 4.2285
H55 -3.8445 7.8714 4.2541
H56 -4.9188 4.4855 5.1433
H57 -4.7485 6.1603 5.6796
H58 -3.3305 5.0936 5.6243
C47 2.7187 -3.0123 0.6049
O5 1.5892 -3.4809 -0.1480
C48 0.7431 -2.4413 -0.2835
N1 1.2047 -1.2878 0.1247
C49 2.6024 -1.4800 0.5291
C50 3.5592 -0.8724 -0.4793
C51 4.8275 -0.4726 -0.0705
C52 5.7242 0.0598 -0.9845
C53 5.3605 0.2005 -2.3162
C54 4.1027 -0.2085 -2.7339
C55 3.2061 -0.7443 -1.8195
C56 -0.5325 -2.7376 -0.8183
C57 -0.9787 -3.9695 -1.2802
C58 -2.1597 -4.0885 -1.9880
C59 -2.7706 -2.9064 -2.4518
C60 -2.3610 -1.6953 -1.9959
N2 -1.5144 -1.6600 -0.7920
C61 -2.5507 -0.3811 -2.5418
N3 -1.7385 0.5514 -2.2515
C62 -2.2265 1.7781 -2.8495
C63 -3.4510 1.3010 -3.6837
O6 -3.5815 -0.1002 -3.3676
C64 -1.1860 2.5270 -3.6458
C65 -1.5675 3.6248 -4.4122
C66 -0.6247 4.3438 -5.1297
C67 0.7133 3.9780 -5.0824
C68 1.0998 2.8895 -4.3160
C69 0.1550 2.1670 -3.5997
H59 3.6311 -3.3990 0.1576
H60 2.6283 -3.3690 1.6335
H61 2.7720 -1.0364 1.5114
H62 5.1081 -0.5754 0.9727
H63 6.7083 0.3708 -0.6574
H64 6.0544 0.6314 -3.0266
H65 3.8150 -0.1108 -3.7732
H66 2.2232 -1.0596 -2.1469
H67 -0.3318 -4.8248 -1.1369
H68 -2.4959 -5.0511 -2.3418
H69 -3.4809 -2.9353 -3.2677
H70 -2.5397 2.4305 -2.0263
H71 -3.2856 1.4025 -4.7570
H72 -4.3744 1.8082 -3.4096
H73 -2.6113 3.9184 -4.4430
H74 -0.9350 5.1957 -5.7213
H75 1.4503 4.5419 -5.6395
H76 2.1420 2.5962 -4.2746
H77 0.4446 1.3125 -3.0002

=====

Entry 2:
The following is a quantum chemistry calculation of a cluster of 9 separate species, C69H88F6N14O13S6 in total in a non-equilibrium geometry, from OMol25.

spin multiplicity = 2
LUMO = -15.23 eV
HOMO = -0.717 hartree
orbital gap = 4.27 eV
total charge = +7
energy relative to the best compared isomer or geometry (same formula, charge and spin) = 0.000 eV
calculated total energy = -7411.84360 a.u.

Cartesian coordinates (Å):
C1 0.4923 1.8920 -2.1796
C2 -0.3636 0.7221 -1.6965
C3 -0.4725 -0.2523 -2.9109
C4 -1.2327 -1.5203 -2.6957
C5 -0.5201 -2.3147 -1.4785
C6 -0.3527 -1.4639 -0.1992
N1 0.2184 -0.0969 -0.5316
O1 0.5821 0.7460 0.6275
C7 0.6567 -2.2389 0.6098
C8 -1.7624 -1.4087 0.4301
C9 -1.7806 1.2395 -1.4279
H1 0.3352 2.8319 -1.6504
H2 0.3804 2.0978 -3.2441
H3 1.4972 1.4797 -2.0890
H4 0.5590 -0.4642 -3.1924
H5 -0.9447 0.2113 -3.7770
H6 -1.1368 -2.0974 -3.6154
H7 -2.2802 -1.3689 -2.4350
H8 0.4193 -2.6869 -1.8873
H9 -1.0374 -3.2419 -1.2318
H10 1.6699 -2.1972 0.2101
H11 0.3804 -3.2775 0.7917
H12 0.6469 -1.8067 1.6104
H13 -1.8840 -2.2406 1.1238
H14 -2.5708 -1.3932 -0.3009
H15 -1.8188 -0.5003 1.0299
H16 -2.1046 2.0153 -2.1216
H17 -1.7628 1.5098 -0.3721
H18 -2.5985 0.5332 -1.5701
C10 -1.5565 0.6629 3.9699
N2 -0.3865 0.0909 4.6394
C11 -0.6207 -0.6847 5.7467
C12 0.3989 -1.5261 6.2212
C13 1.6466 -1.6254 5.4720
C14 1.7797 -0.7261 4.3877
C15 0.7817 0.1460 3.9932
C16 2.7356 -2.5469 5.9197
C17 3.4481 -3.2481 4.8955
C18 4.4386 -4.1850 5.2282
N3 4.7981 -4.3279 6.5470
C19 4.1664 -3.6561 7.5353
C20 3.0786 -2.8082 7.2137
C21 5.9506 -5.2242 6.8146
H19 -2.0410 -0.1944 3.5027
H20 -1.2546 1.3786 3.2051
H21 -2.2210 1.0581 4.7382
H22 -1.5954 -0.5510 6.1921
H23 0.1433 -2.1388 7.0730
H24 2.7354 -0.7263 3.8846
H25 0.8248 0.8371 3.1644
H26 3.2303 -3.0290 3.8607
H27 5.0243 -4.8162 4.5763
H28 4.4242 -3.8265 8.5701
H29 2.6009 -2.2227 7.9854
H30 6.8343 -4.6985 7.1762
H31 6.1986 -5.8226 5.9380
H32 5.6488 -5.8677 7.6409
C22 -5.0321 10.6878 1.4273
N4 -4.0375 9.6768 1.0936
C23 -3.2147 9.8325 0.0123
C24 -2.0592 9.0589 -0.0555
C25 -1.8279 8.0197 0.8464
C26 -2.7950 7.8222 1.8611
C27 -3.8648 8.6962 2.0131
C28 -0.7171 6.9634 0.7201
C29 0.4982 7.2812 0.0734
C30 1.5481 6.4197 0.0973
N5 1.3843 5.1388 0.5421
C31 0.1904 4.7230 1.1502
C32 -0.8772 5.6662 1.2289
C33 2.4622 4.1262 0.5775
H33 -4.8002 11.6724 1.0213
H34 -5.1566 10.7598 2.5078
H35 -6.0158 10.4523 1.0211
H36 -3.4413 10.6636 -0.6391
H37 -1.2775 9.3278 -0.7505
H38 -2.7485 6.9983 2.5579
H39 -4.5975 8.6888 2.8066
H40 0.5577 8.2980 -0.2858
H41 2.5088 6.7174 -0.2962
H42 0.0579 3.7227 1.5352
H43 -1.7576 5.4487 1.8154
H44 2.4229 3.4943 1.4648
H45 3.4193 4.6478 0.5772
H46 2.3045 3.5110 -0.3084
C34 1.9432 -7.9131 3.2600
N6 0.7594 -7.1872 2.7238
C35 -0.3715 -7.0407 3.5586
C36 -1.4933 -6.3890 3.0165
C37 -1.4795 -5.8356 1.7374
C38 -0.2335 -5.9057 1.0643
C39 0.8098 -6.6711 1.5332
C40 -2.6992 -5.2001 1.1481
C41 -3.7747 -4.6898 1.9671
C42 -4.9313 -4.3010 1.3717
N7 -5.0633 -4.2580 -0.0114
C43 -4.0648 -4.6414 -0.8854
C44 -2.8543 -5.0638 -0.2662
C45 -6.2633 -3.7094 -0.5397
H47 2.2081 -7.5048 4.2353
H48 2.7584 -7.8751 2.5374
H49 1.6363 -8.9398 3.4596
H50 -0.3133 -7.4826 4.5423
H51 -2.4096 -6.3368 3.5857
H52 -0.0765 -5.4637 0.0915
H53 1.7012 -6.8826 0.9614
H54 -3.5308 -4.5909 3.0145
H55 -5.7338 -3.8968 1.9709
H56 -4.3221 -4.5593 -1.9311
H57 -2.0390 -5.4617 -0.8521
H58 -6.1139 -2.7141 -0.9583
H59 -7.0593 -3.7033 0.2049
H60 -6.6669 -4.2482 -1.3969
C46 -4.9285 3.7338 -2.7543
N8 -4.4397 2.9506 -3.8645
C47 -4.3401 3.5626 -5.0262
C48 -4.0166 2.8330 -6.2030
C49 -3.6793 1.4577 -6.1142
C50 -3.7310 0.8763 -4.8268
C51 -4.1740 1.6043 -3.6510
C52 -3.2657 0.7068 -7.3199
C53 -1.9766 0.0977 -7.4428
C54 -1.6281 -0.6888 -8.5463
N9 -2.5344 -0.7859 -9.5627
C55 -3.7744 -0.2038 -9.5262
C56 -4.1056 0.5520 -8.4388
C57 -2.2369 -1.5278 -10.7965
H61 -5.7184 3.1854 -2.2409
H62 -5.3903 4.6274 -3.1742
H63 -4.1409 3.8560 -2.0108
H64 -4.4688 4.6349 -5.0272
H65 -4.1044 3.4061 -7.1142
H66 -3.5079 -0.1790 -4.7738
H67 -4.2708 1.2344 -2.6409
H68 -1.3011 0.2258 -6.6099
H69 -0.6490 -1.1265 -8.6735
H70 -4.4972 -0.4277 -10.2968
H71 -5.1332 0.8643 -8.3256
H72 -3.0511 -2.2361 -10.9501
H73 -1.3796 -2.1573 -10.5580
H74 -2.1122 -0.8658 -11.6534
C58 3.5325 -2.8333 -2.3033
N10 3.7482 -1.9201 -1.1140
C59 3.3865 -0.6356 -1.2192
C60 3.6717 0.1914 -0.1866
C61 4.4744 -0.1638 0.8623
C62 4.7341 -1.5347 0.9846
C63 4.4068 -2.3984 -0.0471
C64 4.8765 0.8316 1.9593
C65 6.2338 1.0139 2.3649
C66 6.6272 1.8529 3.4006
N11 5.6697 2.4603 4.0844
C67 4.3616 2.4650 3.7828
C68 3.9702 1.5728 2.7140
C69 6.1402 3.2818 5.2191
H75 3.2393 -2.3159 -3.2167
H76 2.6570 -3.4558 -2.1184
H77 4.4713 -3.3669 -2.4517
H78 2.7870 -0.3434 -2.0687
H79 3.3805 1.2301 -0.2383
H80 5.4054 -1.8708 1.7610
H81 4.6009 -3.4607 -0.0349
H82 7.0527 0.4093 2.0039
H83 7.5981 1.8259 3.8727
H84 3.5867 2.8713 4.4158
H85 2.9015 1.4773 2.5912
H86 5.5000 3.3528 6.0985
H87 6.3530 4.2051 4.6804
H88 7.1155 2.8893 5.5067
N12 0.4575 -6.2583 -2.3170
S1 0.4955 -5.6755 -3.7021
O2 0.3922 -6.6668 -4.7522
O3 1.2143 -4.4362 -3.8233
F1 -1.0227 -5.1153 -3.7803
S2 2.1924 -6.3779 -2.1224
O4 2.5885 -5.6730 -0.9153
O5 3.0833 -6.3571 -3.2762
F2 2.1954 -7.8922 -1.6248
N13 4.5785 0.0674 -4.1188
S3 6.1523 -0.2989 -3.6988
O6 6.4685 -0.3105 -2.2609
O7 7.2707 -0.0648 -4.5731
F3 5.9965 -1.8539 -4.0118
S4 4.6993 1.4964 -3.9229
O8 5.4312 2.2268 -4.9963
O9 4.7905 2.0019 -2.5456
F4 3.1687 1.8324 -4.4643
N14 -4.4434 5.0171 2.9914
S5 -3.7582 3.4515 2.7115
O10 -2.8779 3.1958 1.5183
O11 -4.3893 2.3174 3.4162
F5 -2.6616 3.7907 3.8693
S6 -5.5721 4.6581 2.0733
O12 -6.6694 3.8940 2.6918
O13 -5.3820 4.5801 0.6233
F6 -6.2072 6.1293 2.1536